2 unconnected molecules or ions with the total composition FH3O3Si, computed with ωB97M-V with the def2-TZVPD basis set.

Positions of all 8 atoms, in Å:
O -1.006 -1.560 -0.148
Si -1.449 -0.154 -0.074
O -0.642 1.115 0.321
F -2.944 0.540 -0.159
H 0.190 1.472 0.495
O 2.053 -0.086 -0.099
H 1.398 -0.508 -0.741
H 2.401 -0.818 0.405

Output
Structure (SMILES): O=[Si](O)F.O
LUMO energy, hartree: -0.0156
Gap between HOMO and LUMO, hartree: 0.41273
Energy above the lowest of the compared OMol25 structures with the same formula, charge and spin, kcal per mole: 74.3

***

C2H2N2OS in the gas phase, computed with ωB97M-V with the def2-TZVPD basis set.

Positions of all 8 atoms, in Å:
S -2.661 -0.096 -0.028
C -1.013 -0.026 -0.015
N -0.095 0.974 -0.013
N 1.236 0.552 -0.063
C 1.066 -0.725 -0.010
O -0.234 -1.159 -0.019
H -0.173 1.974 0.111
H 1.874 -1.494 0.036

Output
Structure (SMILES): S=c1[nH]nco1
LUMO energy, hartree: 0.0295
Gap between HOMO and LUMO, hartree: 0.35403
Energy above the lowest of the compared OMol25 structures with the same formula, charge and spin, kcal per mole: 15.5

***

A molecular structure, C32H30BrCl3F5N3O2RuSSi, computed with ωB97M-V with the def2-TZVPD basis set.

Positions of all 79 atoms, in Å:
Ru 0.595 0.889 0.086
O -3.223 0.104 1.948
C -2.034 0.157 1.626
N -1.527 0.687 0.511
C -2.504 1.082 -0.475
C -1.954 0.900 -1.862
C -2.779 0.863 -2.981
C -2.217 0.631 -4.222
C -0.845 0.440 -4.323
C -0.090 0.510 -3.168
N -0.637 0.743 -1.976
C -1.011 -0.511 2.507
C -1.387 -1.059 3.721
C -0.438 -1.747 4.455
C 0.842 -1.888 3.943
C 1.133 -1.305 2.722
N 0.228 -0.620 2.029
H -2.824 2.121 -0.336
H -3.408 0.476 -0.368
H -3.846 1.005 -2.864
H -2.841 0.597 -5.107
H -0.367 0.254 -5.275
H 0.987 0.395 -3.181
H -2.410 -0.935 4.044
H -0.694 -2.179 5.415
H 1.610 -2.428 4.480
H 2.117 -1.380 2.277
C 7.352 -2.864 -1.788
C 6.210 -3.183 -2.762
C 6.546 -2.598 -4.140
C 6.112 -4.702 -2.902
C 4.911 -2.567 -2.243
C 4.818 -1.189 -2.075
C 3.664 -0.629 -1.577
Br 3.559 1.251 -1.384
C 2.528 -1.380 -1.209
O 1.473 -0.807 -0.686
C 2.594 -2.773 -1.431
C 3.787 -3.313 -1.918
C 1.444 -3.759 -1.148
C 1.191 -4.607 -2.407
C 0.096 -3.130 -0.772
C 1.859 -4.684 0.006
H 8.293 -3.286 -2.150
H 7.142 -3.282 -0.801
H 7.486 -1.788 -1.672
H 7.473 -3.034 -4.523
H 6.679 -1.516 -4.094
H 5.745 -2.807 -4.852
H 7.059 -5.095 -3.279
H 5.326 -4.991 -3.604
H 5.909 -5.182 -1.942
H 5.649 -0.538 -2.320
H 3.830 -4.386 -2.046
H 0.903 -3.967 -3.244
H 0.376 -5.312 -2.220
H 2.067 -5.183 -2.708
H -0.265 -2.449 -1.544
H 0.142 -2.573 0.160
H -0.633 -3.938 -0.659
H 2.776 -5.231 -0.221
H 1.068 -5.413 0.207
H 2.027 -4.104 0.916
Cl 3.452 0.974 2.886
Si 1.878 2.154 2.047
Cl 0.570 2.409 3.679
Cl 2.875 3.992 1.945
F -3.443 4.800 -4.588
C -2.493 4.512 -3.687
C -2.752 4.632 -2.335
F -3.960 5.051 -1.930
C -1.775 4.304 -1.412
F -2.093 4.428 -0.119
C -0.515 3.832 -1.785
S 0.715 3.447 -0.603
C -0.289 3.748 -3.159
F 0.895 3.328 -3.618
C -1.253 4.068 -4.097
F -0.998 3.940 -5.408

Output
Net charge: -1
LUMO energy (alpha / beta), hartree: 0.0828 / 0.0588
Gap between HOMO and LUMO (alpha / beta), hartree: 0.23563 / 0.26032
Energy above the lowest of the compared OMol25 structures with the same formula, charge and spin, kcal per mole: 1.6
Spin multiplicity: 6

***

C4H3F3 in the gas phase, computed with ωB97M-V with the def2-TZVPD basis set.

Positions of all 10 atoms, in Å:
C 0.471 0.260 -1.628
C 0.407 0.927 -0.398
F 0.823 2.184 0.127
C -0.366 0.318 0.729
F -0.422 1.161 1.694
C -0.600 -1.024 1.019
F -0.413 -2.216 0.389
H 0.163 -0.882 -1.357
H 0.925 0.453 -2.591
H -0.988 -1.181 2.016

Output
Structure (SMILES): C=C(F)/C(F)=C\F
LUMO energy, hartree: 0.0094
Gap between HOMO and LUMO, hartree: 0.34503
Energy above the lowest of the compared OMol25 structures with the same formula, charge and spin, kcal per mole: 49.5